[1]
{"formula": "C5H14N", "method": "ωB97M-V with the def2-TZVPD basis set", "symbols": ["C", "C", "C", "C", "C", "N", "H", "H", "H", "H", "H", "H", "H", "H", "H", "H", "H", "H", "H", "H"], "positions_angstrom": [[1.344, 0.345, -1.623], [0.360, 0.469, -0.478], [0.579, -0.901, 0.305], [-0.533, -1.312, 1.225], [-1.061, -0.290, 2.238], [-0.990, 0.469, -1.028], [0.893, -0.207, -2.478], [1.716, 1.389, -1.801], [2.182, -0.282, -1.358], [0.619, 1.469, 0.094], [1.567, -0.805, 0.777], [0.791, -1.596, -0.542], [-0.182, -2.194, 1.782], [-1.409, -1.480, 0.572], [-0.364, 0.131, 2.986], [-2.009, -0.469, 2.769], [-1.194, 0.631, 1.627], [-0.150, 2.225, -2.525], [-0.752, 1.123, -1.978], [-1.408, 1.285, -0.567]], "lumo_ev": -9.23, "total_energy_ha": -253.13973, "total_charge": 1, "e_homo_ev": -15.29, "relative_energy_kj_mol": 731.3}

---

[2]
{"formula": "C5H14N", "method": "ωB97M-V with the def2-TZVPD basis set", "symbols": ["C", "C", "C", "C", "C", "N", "H", "H", "H", "H", "H", "H", "H", "H", "H", "H", "H", "H", "H", "H"], "positions_angstrom": [[-1.430, 0.456, -1.102], [-0.693, -0.049, 0.201], [0.789, -0.254, 0.210], [1.008, -1.858, -0.064], [1.527, 0.567, -0.745], [-1.065, 0.996, 1.332], [-1.007, -0.145, -1.972], [-1.031, 1.461, -1.239], [-2.498, 0.320, -0.938], [-1.109, -0.965, 0.679], [1.194, -0.105, 1.225], [2.033, -2.078, -0.372], [0.335, -2.329, -0.722], [0.766, -2.368, 0.954], [1.840, -0.074, -1.599], [2.541, 0.733, -0.335], [0.893, 1.550, -1.014], [-0.952, 1.985, 1.048], [-0.594, 0.947, 2.310], [-2.169, 0.929, 1.654]], "lumo_ev": -3.82, "smiles": "CC(C)[C@H](C)[NH3+]", "total_energy_ha": -253.36056, "total_charge": 1, "e_homo_ev": -15.08, "relative_energy_kj_mol": 151.5}

---

[3]
{"formula": "C5H14N2", "method": "ωB97M-V with the def2-TZVPD basis set", "symbols": ["C", "C", "C", "C", "N", "C", "N", "H", "H", "H", "H", "H", "H", "H", "H", "H", "H", "H", "H", "H", "H"], "positions_angstrom": [[0.699, 1.476, 0.446], [-0.031, 0.357, -0.323], [0.181, 0.393, -1.886], [-0.322, 1.787, -2.574], [-0.032, -0.964, 0.260], [0.133, -1.030, 1.748], [-0.587, -2.164, 2.328], [0.731, 2.524, -0.128], [0.095, 1.757, 1.263], [1.668, 1.120, 0.893], [-1.052, 0.579, -0.149], [-0.345, -0.464, -2.332], [1.202, 0.470, -1.997], [0.154, 1.847, -3.638], [-1.379, 1.600, -2.795], [0.054, 2.581, -1.944], [0.442, -1.693, -0.262], [1.048, -0.858, 2.277], [-0.520, -0.280, 2.120], [-0.201, -3.090, 2.015], [-1.520, -2.095, 2.095]], "lumo_ev": [4.00, 4.03], "total_energy_ha": -308.28691, "total_charge": -1, "e_homo_ev": [1.46, -4.87], "multiplicity": 2, "relative_energy_kj_mol": 199.8}

---

[4]
{"formula": "C5H14N2", "method": "ωB97M-V with the def2-TZVPD basis set", "symbols": ["C", "C", "N", "C", "C", "C", "N", "H", "H", "H", "H", "H", "H", "H", "H", "H", "H", "H", "H", "H", "H"], "positions_angstrom": [[1.785, 0.202, -2.310], [0.684, 0.631, -1.315], [0.387, -0.434, -0.378], [-1.834, -1.243, 0.271], [-0.782, -0.177, 0.491], [-0.334, -0.087, 1.954], [0.033, 1.250, 2.386], [1.399, -0.064, -3.288], [2.344, -0.581, -1.809], [2.456, 1.029, -2.478], [1.035, 1.496, -0.746], [-0.178, 0.995, -1.897], [0.277, -1.295, -0.902], [-2.006, -1.486, -0.771], [-1.535, -2.143, 0.797], [-2.757, -1.075, 0.835], [-1.167, 0.813, 0.246], [-1.109, -0.472, 2.612], [0.509, -0.762, 2.073], [1.023, 1.436, 2.507], [-0.231, 1.967, 1.723]], "lumo_ev": 1.11, "smiles": "CCN[C@@H](C)CN", "total_energy_ha": -308.38770, "e_homo_ev": -8.57, "relative_energy_kj_mol": 92.9}